[1]
Here is C28H25Cl5NOYb as an isolated structure from the OMol25 dataset. Energies are from ωB97M-V with the def2-TZVPD basis set.

The largest force on an atom comes out at 4.35 eV/A. The value obtained for the total energy is -4671.503217 Ha. For the HOMO-LUMO gap (spin up / spin down), the calculation gives 5.7 / 4.8 eV. The spin multiplicity is 2. The HOMO energy (spin up / spin down) comes out at -6.09 / -6.09 eV.

Each line ends with the natural charge from an NBO analysis.
Geometry (Å):
H  0.12  1.88  -6.43  0.225
C  -1.29  1.23  2.81  -0.354
H  -1.72  4.85  -0.27  0.184
C  -1.17  -0.85  -1.79  -0.282
Yb  1.13  0.11  -0.46  1.781
O  1.59  1.97  -1.25  -0.780
C  -0.68  4.27  -3.47  -0.246
N  0.98  4.15  -1.27  -0.589
H  -1.10  -0.98  3.13  0.210
C  0.62  3.82  -3.65  0.028
C  3.64  -3.73  2.14  -0.104
C  -0.24  -1.89  -1.61  -0.335
H  1.98  2.73  -4.94  0.218
Cl  1.72  -5.61  2.61  0.067
H  -2.19  -0.82  -1.42  0.257
C  -2.38  -0.26  1.44  -0.348
C  1.77  -1.84  1.28  -0.426
H  2.47  3.53  -2.63  0.229
H  1.39  0.15  -3.71  0.240
H  -2.21  2.67  -6.09  0.226
C  0.74  -0.33  -2.99  -0.372
H  -2.70  -1.19  0.99  0.199
Cl  -0.36  -3.43  1.59  0.044
C  0.94  3.02  -4.76  -0.240
C  1.33  -3.08  1.67  -0.067
H  -0.66  1.65  -0.20  0.274
H  0.53  2.01  1.10  0.252
C  0.95  -1.58  -2.33  -0.426
H  -1.81  4.51  2.70  0.240
H  -0.55  5.18  1.64  0.177
C  0.88  2.92  -0.76  0.743
C  2.26  -4.07  2.11  -0.076
C  -0.09  2.59  -5.61  -0.202
C  -0.90  4.25  2.12  -0.610
C  -2.73  1.04  1.02  -0.347
H  -0.42  -2.80  -1.04  0.256
C  -1.70  3.86  -4.33  -0.191
H  1.04  4.93  -0.61  0.437
C  3.09  -1.48  1.39  -0.086
H  -0.90  4.94  -2.64  0.219
H  -0.14  3.92  2.84  0.217
C  1.63  4.23  -2.61  -0.253
C  -1.41  3.02  -5.42  -0.213
C  -1.52  -0.15  2.57  -0.328
C  -0.57  0.13  -2.63  -0.354
H  -1.07  1.00  -3.05  0.242
C  -0.10  2.48  0.32  -0.530
H  -2.39  3.32  -0.85  0.212
C  -1.28  3.21  1.07  -0.025
H  2.01  5.25  -2.75  0.223
Cl  3.57  0.17  1.00  0.063
C  -1.92  1.98  1.75  -0.185
H  -3.16  4.15  0.55  0.237
C  -2.20  3.91  0.06  -0.613
Cl  4.81  -4.89  2.62  0.065
H  -0.73  1.64  3.65  0.199
H  -2.73  4.16  -4.13  0.222
H  -3.44  1.31  0.23  0.197
C  4.07  -2.43  1.78  -0.097
Cl  5.72  -2.01  1.77  0.047
H  1.85  -2.19  -2.38  0.249

[2]
Here is one molecule with the formula C4H12N2 from the OMol25 dataset. Energies are from ωB97M-V with the def2-TZVPD basis set.

The largest force on an atom comes out at 1.16 eV/A. The value obtained for the total energy is -269.089026 Ha. Its SMILES is CN[C@H](C)CN. For the HOMO-LUMO gap, the calculation gives 10.0 eV. The HOMO energy comes out at -9.02 eV. The calculation puts the relative energy (zero: lowest compared OMol25 entry of this formula, charge and spin) at 71.7 kJ/mol.

Each line ends with the natural charge from an NBO analysis.
Geometry (Å):
N  0.60  1.99  1.19  -0.833
C  -1.54  0.33  -0.12  -0.652
C  0.89  0.76  0.43  -0.224
H  0.98  0.95  -0.64  0.165
H  -2.17  -0.50  -0.42  0.211
H  -0.40  2.09  1.28  0.347
H  -0.57  -0.96  -2.03  0.172
H  0.91  2.81  0.68  0.355
H  1.24  -0.96  -1.89  0.194
H  -2.10  0.98  0.54  0.213
H  -0.45  -0.59  1.54  0.199
C  -0.27  -0.26  0.52  -0.056
H  -1.33  0.90  -1.03  0.206
C  0.30  -1.44  -1.60  -0.431
N  0.20  -1.51  -0.13  -0.612
H  1.77  0.29  0.84  0.197
H  -0.51  -2.21  0.07  0.345
H  0.38  -2.47  -1.98  0.203

[3]
Here is C6H17FeNO7P as an isolated structure from the OMol25 dataset. Energies are from ωB97M-V with the def2-TZVPD basis set.

The largest force on an atom comes out at 3.76 eV/A. The value obtained for the total energy is -2425.425994 Ha. For the HOMO-LUMO gap (spin up / spin down), the calculation gives 4.4 / 4.4 eV. The spin multiplicity is 5. The HOMO energy (spin up / spin down) comes out at -2.23 / -2.20 eV. The net charge is -1. The calculation puts the relative energy (zero: lowest compared OMol25 entry of this formula, charge and spin) at 22.9 kJ/mol.

Each line ends with the natural charge from an NBO analysis.
Geometry (Å):
H  1.92  3.23  2.12  0.160
P  0.71  -1.97  2.68  2.462
C  -0.27  0.10  -2.10  -0.071
Fe  0.46  -0.20  0.74  1.385
O  0.08  -3.36  2.57  -1.243
H  -2.02  -2.07  1.31  0.268
C  -1.06  -1.14  -1.68  -0.055
H  0.56  2.84  -0.01  0.166
C  -1.98  -2.20  0.23  -0.250
H  0.48  1.03  -3.89  0.205
H  0.38  -0.77  -3.95  0.209
O  1.42  -1.74  1.19  -1.239
O  -0.79  1.60  0.89  -0.737
O  -1.16  -1.16  -0.28  -0.568
O  1.91  -1.98  3.62  -1.233
C  -0.10  0.14  -3.61  -0.622
H  -0.34  3.65  1.27  0.181
O  -0.26  -0.73  2.60  -1.298
H  -1.62  1.87  1.29  0.502
C  0.13  2.71  0.99  -0.089
C  1.22  2.39  2.01  -0.090
H  -2.98  -2.13  -0.22  0.132
H  -1.07  0.24  -4.10  0.211
H  2.52  0.98  2.35  0.522
H  1.53  0.93  -1.70  0.357
H  0.72  2.34  2.99  0.188
O  1.86  1.19  1.68  -0.727
H  -0.53  -2.02  -2.06  0.174
N  1.04  0.11  -1.36  -0.847
H  1.63  -0.66  -1.68  0.387
H  -0.78  0.99  -1.73  0.194
H  -2.06  -1.05  -2.13  0.167
H  -1.56  -3.18  -0.01  0.199

[4]
Here is a 2-piece molecular cluster, C6H14NO overall from the OMol25 dataset. Energies are from ωB97M-V with the def2-TZVPD basis set.

The largest force on an atom comes out at 3.58 eV/A. The value obtained for the total energy is -366.644088 Ha. For the HOMO-LUMO gap, the calculation gives 6.6 eV. The HOMO energy comes out at -12.26 eV. The net charge is +1. The calculation puts the relative energy (zero: lowest compared OMol25 entry of this formula, charge and spin) at 323.3 kJ/mol.

Each line ends with the natural charge from an NBO analysis.
Geometry (Å):
H  -3.80  -1.15  -0.67  0.268
H  -2.06  2.19  -0.71  0.259
H  4.07  1.16  1.42  0.390
H  3.81  1.25  -0.35  0.375
C  1.97  -0.54  -0.11  0.429
C  -1.71  -0.85  0.85  -0.754
C  -1.53  1.45  -0.10  -0.767
H  1.68  -1.50  -0.62  0.121
H  -2.68  -0.71  -1.97  0.315
H  -0.73  -0.54  1.02  0.262
C  3.47  -0.53  0.27  -0.335
O  1.30  0.46  -0.40  -0.601
C  -2.18  0.16  -0.15  0.628
H  -1.74  1.65  1.05  0.297
C  -3.25  -0.33  -1.08  -0.738
H  -0.48  1.19  -0.35  0.356
H  -2.17  -0.57  1.83  0.307
H  -1.90  -1.93  0.55  0.269
H  3.88  -1.01  -0.62  0.231
N  4.14  0.73  0.45  -0.820
H  -3.83  0.67  -1.33  0.274
H  3.75  -1.26  1.03  0.235

[5]
Here is a 2-piece molecular cluster, C3H8NO3 overall from the OMol25 dataset. Energies are from ωB97M-V with the def2-TZVPD basis set.

The largest force on an atom comes out at 1.29 eV/A. The value obtained for the total energy is -399.641073 Ha. For the HOMO-LUMO gap, the calculation gives 8.6 eV. The HOMO energy comes out at -4.55 eV. The net charge is -1. The calculation puts the relative energy (zero: lowest compared OMol25 entry of this formula, charge and spin) at 96.5 kJ/mol.

Each line ends with the natural charge from an NBO analysis.
Geometry (Å):
O  2.50  -1.00  -1.31  -0.753
H  -0.33  -1.46  -0.89  0.515
C  -0.06  0.40  1.08  -0.247
H  -1.85  0.00  -0.06  0.135
O  -0.76  -1.72  -0.02  -0.780
H  -1.83  -0.82  1.48  0.153
H  2.18  -0.28  -3.16  0.002
H  -0.14  2.21  2.11  0.347
C  1.73  -0.61  -2.19  0.633
C  -1.18  -0.55  0.64  -0.046
O  0.46  -0.54  -2.16  -0.824
H  -1.07  2.19  0.74  0.349
N  -0.73  1.64  1.51  -0.864
H  0.64  0.52  0.26  0.211
H  0.43  0.01  1.97  0.171

[6]
Here is a 3-piece molecular cluster, C4H8N4O overall from the OMol25 dataset. Energies are from ωB97M-V with the def2-TZVPD basis set.

The largest force on an atom comes out at 2.54 eV/A. The value obtained for the total energy is -451.256571 Ha. For the HOMO-LUMO gap (spin up / spin down), the calculation gives 6.5 / 8.7 eV. The HOMO energy (spin up / spin down) comes out at -6.81 / -8.20 eV. The calculation puts the relative energy (zero: lowest compared OMol25 entry of this formula, charge and spin) at 687.0 kJ/mol.

Each line ends with the natural charge from an NBO analysis.
Geometry (Å):
H  -1.04  0.55  2.88  0.413
H  -2.60  1.32  -1.63  0.226
C  -0.68  0.56  -1.96  0.283
H  1.66  -2.10  1.71  0.380
C  -1.83  1.08  -2.35  -0.635
H  2.28  0.20  0.20  0.415
N  -0.78  -0.08  0.52  -0.348
C  0.31  -0.03  0.06  0.516
N  -0.25  0.02  3.20  -0.849
O  0.33  0.15  -2.80  -0.770
H  1.65  -0.22  -1.35  0.447
H  0.04  0.14  -3.74  0.480
C  0.40  -0.74  2.32  0.473
N  1.56  -0.26  -0.34  -0.860
N  1.24  -1.64  2.51  -0.750
H  -0.23  -0.23  4.18  0.388
H  -2.05  1.28  -3.41  0.189